ORCA calculation (ωB97M-V/def2-TZVPD) on a gas-phase ion, C3H9N3 (charge -1).

```
15
Properties=species:S:1:pos:R:3:forces:R:3:mulliken_spin:R:1
C 0.96006 -1.08096 1.53283 -1.6 -0.7 -1.8 -0.04
C 0.55067 0.30963 0.99056 0.7 0.4 1.0 1.40
N -0.74950 0.34369 0.34575 0.9 0.2 -0.2 -1.45
C -0.90778 0.26741 -1.02311 -1.1 1.2 -0.2 2.86
N 0.27041 0.32416 -1.76177 0.4 -0.5 0.3 -0.36
N -2.12370 0.37400 -1.49983 0.2 -1.5 0.8 -0.27
H 1.09091 -1.20373 2.58390 0.4 0.4 0.8 0.02
H 1.74500 -1.57521 0.96288 0.3 0.2 0.1 -0.04
H 0.05430 -1.65211 1.28993 0.2 -0.4 0.2 -0.02
H 0.52243 0.96720 1.86118 -0.1 0.2 -0.2 0.08
H 1.32106 0.71483 0.34536 0.1 0.0 0.1 -0.25
H -1.44204 0.90732 0.81501 -0.3 -0.2 -0.1 -0.16
H 0.80963 1.15452 -1.43975 0.3 -0.2 0.0 -0.11
H 0.12311 0.45758 -2.75656 -0.4 -0.1 0.0 -0.57
H -2.22454 -0.30833 -2.24638 0.0 0.9 -0.7 -0.09
```
Forces are in eV/Å.

2S+1: 2
Largest force on an atom, Eh/bohr: 0.04911
Total energy, eV: -7725.12765
HOMO level (alpha / beta), eV: 1.16 / -4.10
LUMO (alpha / beta), eV: 4.21 / 4.14
⟨S²⟩: 0.7508
Charge: -1



ORCA calculation (ωB97M-V/def2-TZVPD) on a single C3H9N3 molecule.

```
15
Properties=species:S:1:pos:R:3:forces:R:3:nbo_charge:R:1
H 1.46287 1.79482 -0.57873 -0.8 -0.2 0.5 0.33
N 0.53283 1.65264 -0.12570 1.0 -0.8 -0.1 -0.72
C 0.31135 0.41381 0.13525 -2.0 0.5 -0.1 0.44
C -1.11760 0.05897 0.67734 2.2 1.1 1.2 -0.48
C -2.03367 -0.33432 -0.42721 -1.7 0.2 -3.7 -0.62
N 1.12097 -0.68276 -0.10128 0.6 0.5 0.6 -0.47
N 2.51473 -0.45348 0.03747 1.1 1.4 -0.5 -0.66
H -1.38162 1.03251 1.25069 -0.1 -1.9 -0.9 0.25
H -1.01539 -0.82194 1.36768 -0.1 1.0 -0.2 0.20
H -2.95801 -0.84181 0.01394 1.2 0.6 -0.9 0.22
H -2.41591 0.63204 -1.08618 1.0 -2.4 1.8 0.22
H -1.50368 -1.06097 -1.27555 -1.4 1.7 2.5 0.22
H 0.84641 -1.51395 0.41487 0.1 0.3 -0.1 0.37
H 2.93451 -0.31904 -0.91513 -0.6 0.0 1.3 0.35
H 2.70221 0.44347 0.61252 -0.6 -1.9 -1.2 0.35
```
Forces are in eV/Å.

Largest force on an atom, Eh/bohr: 0.07986
Total energy, eV: -7725.47099
SMILES string: [H]/N=C(/CC)NN
HOMO level, eV: -9.28
LUMO, eV: 1.01
Charge: 0



ORCA calculation (ωB97M-V/def2-TZVPD) on 2 unconnected molecules or ions with the total composition C3H9N3.

```
15
Properties=species:S:1:pos:R:3:forces:R:3:nbo_charge:R:1
C 0.56987 -1.67098 -2.35867 0.1 1.2 2.1 -0.34
C 0.39042 0.24946 2.28522 -1.1 1.0 4.3 0.00
C -1.24437 0.95399 0.98159 -2.6 0.5 -1.9 -0.46
N 0.55869 -0.60037 -1.54839 -0.3 -2.6 -0.7 -0.17
N 0.95930 0.55858 -1.79902 1.6 0.9 -3.4 -0.59
N 0.00922 0.31210 1.13086 -0.1 -0.5 -2.0 -0.44
H 0.61311 -2.68159 -1.98529 -0.4 0.2 0.5 0.19
H 1.04392 -1.45926 -3.24084 0.8 0.3 -2.4 0.18
H -0.25112 0.67280 3.15169 0.9 -0.4 -1.1 0.12
H 1.27413 -0.18757 2.61604 1.7 -0.9 0.1 0.17
H -1.41052 1.08721 -0.13453 0.0 0.3 1.3 0.20
H -2.10943 0.27530 1.29357 1.2 0.9 -0.1 0.21
H -1.29327 1.94328 1.51353 -0.1 -0.9 -0.5 0.20
H 0.30487 -0.76499 -0.61268 -1.0 -0.4 1.9 0.39
H 0.58518 1.31203 -1.29309 -0.7 0.3 1.8 0.33
```
Forces are in eV/Å.

Largest force on an atom, Eh/bohr: 0.08940
Total energy, eV: -7722.98343
HOMO level, eV: -7.50
LUMO, eV: 0.89
Charge: 0



ORCA calculation (ωB97M-V/def2-TZVPD) on 2 unconnected molecules or ions with the total composition C3H9N3.

```
15
Properties=species:S:1:pos:R:3:forces:R:3:nbo_charge:R:1
C -2.71068 0.07834 -0.00736 -2.6 0.8 -0.8 -0.48
C 1.04678 -1.16194 0.18202 -2.3 -0.5 0.5 -0.48
C 2.07669 0.93386 -0.24902 -1.0 1.7 0.0 -0.45
N -1.31326 0.04727 0.16710 2.8 -1.4 1.1 -0.19
N -0.49302 0.89739 0.21608 -0.4 -0.6 0.2 0.03
N 1.31908 0.17718 0.67489 -4.2 -1.3 -1.1 -0.32
H -3.20612 -0.83434 -0.56761 1.7 2.1 0.3 0.24
H -2.89785 1.13750 -0.34356 -0.8 -1.2 -0.4 0.21
H -3.28699 -0.05106 0.92728 1.0 0.3 0.2 0.24
H 0.86003 -1.28797 -0.97955 0.8 0.3 2.1 0.17
H 1.79391 -1.80372 0.62550 0.5 -0.5 -0.5 0.22
H 0.04026 -1.57895 0.70085 2.0 1.1 -1.1 0.21
H 2.32871 0.35108 -1.09502 0.7 -0.4 -1.1 0.18
H 1.55424 1.87687 -0.61953 0.4 -1.0 0.6 0.20
H 2.88822 1.21846 0.36795 1.5 0.7 -0.2 0.21
```
Forces are in eV/Å.

Largest force on an atom, Eh/bohr: 0.08773
Total energy, eV: -7722.29022
HOMO level (alpha / beta), eV: -7.75 / -7.77
LUMO (alpha / beta), eV: 0.67 / 0.65
Charge: 0



ORCA calculation (ωB97M-V/def2-TZVPD) on 2 unconnected molecules or ions with the total composition C3H9N3.

```
15
Properties=species:S:1:pos:R:3:forces:R:3:mulliken_spin:R:1
C -2.91561 -0.16120 -1.15460 -1.1 -0.6 1.0 0.61
C -3.24141 1.00757 -1.79332 1.8 5.1 -0.4 0.08
N -2.70770 2.27484 -1.53686 -0.8 -5.5 0.1 0.18
H -3.71282 -0.70648 -0.72065 -1.3 -0.6 -0.1 0.04
H -2.05171 -0.71371 -0.98699 2.2 0.1 0.2 0.05
H -3.94978 0.94128 -2.59884 -0.6 0.2 -0.2 0.04
H -2.10817 2.22279 -0.69935 -0.1 1.1 -0.9 0.00
H -2.78822 3.03743 -2.20174 -0.1 0.1 0.4 -0.01
N 2.38530 -0.18666 1.97957 -3.7 -0.4 -1.6 0.00
C 2.70055 -1.33539 1.24088 2.2 0.9 -0.3 0.00
N 3.89166 -1.84091 1.29521 -1.2 -0.1 -2.0 0.00
H 2.94542 0.22948 2.69935 0.3 -0.3 0.0 0.00
H 1.40656 0.22537 1.80879 2.5 -1.0 0.8 0.00
H 2.02084 -1.68887 0.42162 -0.1 0.9 1.0 0.00
H 3.99185 -2.34408 0.35455 0.0 0.1 2.1 0.00
```
Forces are in eV/Å.

2S+1: 2
Largest force on an atom, Eh/bohr: 0.10809
Total energy, eV: -7716.54275
HOMO level (alpha / beta), eV: -11.13 / -11.13
LUMO (alpha / beta), eV: -5.76 / -7.61
⟨S²⟩: 0.7589
Charge: +1



ORCA calculation (ωB97M-V/def2-TZVPD) on 2 unconnected molecules or ions with the total composition C3H9N3O.

```
16
Properties=species:S:1:pos:R:3:forces:R:3:mulliken_spin:R:1
O -0.75507 -1.43441 0.75632 0.3 0.9 -1.0 0.00
C -1.47315 -0.34857 0.26485 0.3 -2.9 1.2 -0.01
N -2.52204 -0.68365 -0.38303 -1.2 1.8 -0.1 0.31
C -0.91816 0.91419 0.54571 1.2 -1.2 0.9 0.55
N 0.34821 0.86746 1.14047 -1.3 0.2 0.3 0.11
C 1.44177 0.75351 0.12869 4.3 -0.8 2.2 0.03
N 1.76131 -0.58987 -0.29785 -2.9 0.5 0.1 0.03
H -2.88129 0.27006 -0.52327 -1.0 -0.3 -0.7 -0.01
H -0.45753 -0.91840 -1.72483 -1.5 0.8 0.4 0.01
H 0.03950 -1.26995 -2.06478 1.3 -0.9 -1.0 0.00
H -1.41116 1.83230 0.40317 -0.5 1.0 -0.7 0.02
H 0.30158 0.04968 1.80000 0.8 0.8 -1.3 -0.01
H 2.32618 1.16170 0.75935 -0.6 -0.2 -0.8 0.01
H 1.35835 1.51985 -0.63285 -1.0 0.3 -0.4 -0.01
H 2.72851 -0.77418 -0.40569 1.0 0.3 0.3 0.00
H 0.11299 -1.34972 0.23373 0.6 -0.4 0.7 -0.01
```
Forces are in eV/Å.

2S+1: 2
Largest force on an atom, Eh/bohr: 0.09526
Total energy, eV: -9770.95695
HOMO level (alpha / beta), eV: -2.22 / -2.12
LUMO (alpha / beta), eV: 4.32 / 3.36
⟨S²⟩: 0.7650
Charge: -1



ORCA calculation (ωB97M-V/def2-TZVPD) on 2 unconnected molecules or ions with the total composition C3H9N3O.

```
16
Properties=species:S:1:pos:R:3:forces:R:3:nbo_charge:R:1
C -2.41316 0.01568 -0.26074 -0.5 4.7 1.7 -0.66
C -1.40645 0.04639 0.81318 0.9 -0.1 -0.8 0.01
N -1.01818 1.14870 1.38615 0.1 -2.9 0.6 -0.02
O -0.04465 1.26045 2.18232 0.6 0.4 0.2 -0.55
H -2.37838 -0.82570 -0.77949 0.5 -3.6 -2.4 0.23
H -2.17704 0.88925 -0.89312 -0.5 -0.5 -0.3 0.23
H -3.42707 0.11068 0.08138 -0.6 0.2 0.3 0.22
H -0.75338 -0.81298 0.77786 0.4 0.2 0.9 0.20
H -1.66167 1.89929 1.35588 -0.8 1.5 -0.3 0.35
H 2.28653 -0.95725 -2.23433 0.4 0.0 -1.2 0.31
N 1.97629 0.00378 -2.08995 -0.1 -0.5 -1.3 -0.67
C 1.88521 -0.00472 -0.85137 -0.3 0.7 3.3 0.28
N 2.28469 -1.02030 -0.01305 1.2 -1.7 0.1 -0.85
H 1.46546 0.77893 -0.21565 -0.2 0.5 -0.6 0.16
H 2.27148 -0.95534 0.98382 -0.5 0.8 0.3 0.39
H 3.11030 -1.57686 -0.24287 -0.6 0.2 -0.5 0.38
```
Forces are in eV/Å.

Largest force on an atom, Eh/bohr: 0.09748
Total energy, eV: -9771.43628
SMILES string: C/C=[NH+]/[O-].[H]/N=C\N
HOMO level (alpha / beta), eV: -8.71 / -8.71
LUMO (alpha / beta), eV: 0.72 / 0.72
Charge: 0



ORCA calculation (ωB97M-V/def2-TZVPD) on 2 unconnected molecules or ions with the total composition C3H9N3O.

```
16
Properties=species:S:1:pos:R:3:forces:R:3:nbo_charge:R:1
C 0.85371 0.47626 0.98270 1.1 0.3 -0.1 -0.35
C -0.01721 1.65693 -0.83575 0.5 0.5 -0.7 -0.37
N 0.88557 0.82681 -0.32429 -1.8 -1.4 0.6 -0.08
C -1.16771 -0.61434 0.99247 -1.9 0.1 -1.0 0.50
N 1.48094 -0.07097 -1.22536 0.4 0.1 -0.6 -0.62
N -1.01820 -1.59770 -0.00157 0.5 0.0 0.2 -0.89
O -1.42219 -0.88946 2.14793 0.7 0.1 0.1 -0.63
H 1.99430 -0.80781 -0.75468 -0.2 0.3 0.3 0.37
H 0.76735 -0.50483 -1.80963 0.0 0.2 0.4 0.37
H -1.51741 -1.45212 -0.86869 0.1 0.0 0.2 0.38
H -1.01673 -2.54329 0.35503 -0.2 0.0 -0.1 0.39
H 1.53495 -0.28839 1.30359 0.2 -0.1 0.0 0.20
H 0.60257 1.24702 1.68729 -0.2 0.1 0.0 0.21
H -0.37701 2.45629 -0.21603 -0.2 -0.1 0.3 0.21
H -0.07550 1.75478 -1.90425 0.3 0.1 -0.1 0.20
H -1.50743 0.35081 0.47122 0.8 -0.3 0.5 0.11
```
Forces are in eV/Å.

Largest force on an atom, Eh/bohr: 0.04566
Total energy, eV: -9771.11906
HOMO level, eV: -7.40
LUMO, eV: 0.58
Charge: 0



- Which of these has the lowest largest force on an atom?
  number 8



- Among the records above, which one has the lowest total energy?
  number 7



- Among the records above, which one has the highest charge?
  number 5



- What is the largest force on an atom in the second record?
  0.07986 Eh/bohr